# 1
ORCA calculation (ωB97M-V with the def2-TZVPD basis set) on an isolated molecule of C11H8O2 in a non-equilibrium geometry.

* highest occupied orbital energy: -8.55 eV
* calculated total energy: -15629.3532 eV
* SMILES string: O=c1occcc1-c1ccccc1
* energy above the lowest of the compared OMol25 structures with the same formula, charge and spin: 248.1 kJ/mol

Geometry as ORCA input:
```
! wB97M-V def2-TZVPD RIJCOSX def2/J DEFGRID3
* xyz 0 1
C -1.338 -1.237 1.052
C -3.101 -1.998 -0.435
C -2.759 -1.059 -1.392
C -1.527 -0.409 -1.134
C -0.775 -0.455 -0.037
C 0.549 0.252 0.265
C 1.094 0.680 1.519
C 2.154 1.568 1.532
C 2.850 1.700 0.274
C 2.508 1.038 -0.862
C 1.296 0.363 -0.867
H -3.955 -2.540 -0.345
H -3.232 -0.997 -2.337
H -1.301 0.593 -1.736
H 0.492 0.588 2.373
H 2.580 2.241 2.345
H 3.947 2.072 0.196
H 3.103 1.151 -1.760
H 0.964 -0.242 -1.638
O -0.994 -1.322 2.236
O -2.553 -1.989 0.753
*
```

# 2
ORCA calculation (ωB97M-V with the def2-TZVPD basis set) on a cluster of 2 separate species, C3H7O2S in total.

* highest occupied orbital energy: -4.16 eV
* calculated total energy: -18156.0869 eV
* energy above the lowest of the compared OMol25 structures with the same formula, charge and spin: 50.9 kJ/mol

Geometry as ORCA input:
```
! wB97M-V def2-TZVPD RIJCOSX def2/J DEFGRID3
* xyz -1 1
C 1.798 0.642 -0.122
S 1.078 1.875 0.952
C -0.508 1.036 1.280
H 1.113 0.374 -0.923
H 2.068 -0.294 0.356
H 2.687 1.070 -0.576
H -0.265 -0.004 1.417
H -0.953 1.468 2.166
H -1.168 1.178 0.437
O -2.343 -2.535 -0.688
C -1.470 -1.846 -1.231
O -0.456 -1.311 -0.730
H -1.581 -1.652 -2.337
*
```